No. 1
C18H46NO15PS4 | ωB97M-V/def2-TZVPD

Last column: Mulliken charge in e.
CARTESIAN COORDINATES (ANGSTROEM)
C1 1.889 -8.803 5.533  -1.021
O1 -3.366 -4.867 0.606  -0.618
C2 6.368 1.549 -5.694  -1.061
C3 -0.860 1.068 3.098  -0.469
H1 -3.228 1.417 4.659  0.243
H2 -1.405 7.068 -5.863  0.249
H3 -1.014 -4.773 2.237  0.435
H4 0.898 1.296 -6.060  0.384
H5 2.837 2.047 1.138  0.223
H6 1.506 2.712 -6.970  0.315
C4 -0.285 7.907 -4.215  -0.383
C5 -1.934 -4.970 2.792  -1.016
S1 0.308 -6.144 6.517  1.061
H7 2.242 -9.156 6.508  0.262
H8 -0.503 -4.545 8.036  0.369
H9 5.389 3.453 -5.344  0.153
S2 3.134 1.781 -5.525  1.085
H10 -6.394 -4.529 3.515  0.264
H11 -5.753 -3.130 2.657  0.206
H12 1.983 1.047 -7.458  0.360
O2 -0.002 -7.742 6.631  -0.281
O3 -1.771 2.223 3.167  -0.306
C6 -3.140 1.832 3.544  -0.251
H13 -0.985 7.585 -3.437  0.262
H14 -7.470 -4.406 1.305  0.390
H15 -5.898 -4.408 0.497  0.301
C7 -0.288 1.005 1.528  -0.204
H16 0.488 2.401 -2.836  0.335
C8 -6.436 -4.751 1.386  -1.015
H17 7.374 1.886 -5.430  0.403
H18 -5.905 0.146 3.490  0.211
C9 5.508 2.715 -6.145  -0.142
H19 -0.384 8.430 -6.317  0.300
O4 2.913 2.840 -4.565  -0.302
H20 6.005 3.222 -6.979  0.318
H21 3.237 5.952 -3.527  0.358
H22 0.133 8.867 -3.896  0.333
H23 -2.105 -6.047 2.854  0.342
H24 2.420 -7.872 5.316  0.302
O5 3.459 0.428 -5.117  -0.621
H25 6.439 0.793 -6.483  0.268
H26 0.053 1.192 3.857  0.276
O6 0.708 2.055 1.283  -0.275
C10 -3.889 0.823 2.491  0.161
O7 -4.490 -4.770 2.842  -0.272
C11 -5.789 -4.225 2.655  -0.182
C12 -0.664 -5.617 7.905  -0.955
H27 -1.880 8.729 -5.425  0.388
H28 0.086 -0.092 1.379  0.275
H29 -1.262 1.116 0.849  0.126
H30 -3.780 2.840 3.546  0.273
O8 0.733 6.918 -4.296  -0.192
P1 2.045 2.151 -1.250  0.230
O9 1.822 7.117 -6.544  -0.612
H31 2.516 4.958 -4.842  0.153
H32 2.166 -9.533 4.767  0.390
H33 -0.111 -9.549 5.705  0.288
N1 3.092 3.611 -1.363  -0.539
O10 1.704 -5.919 6.835  -0.590
H34 -1.874 -4.525 3.787  0.334
H35 0.031 -8.184 4.600  0.201
H36 4.004 5.902 -5.143  0.433
H37 4.050 3.311 -1.678  0.267
O11 2.679 8.473 -4.582  -0.658
C13 3.056 5.876 -4.600  -0.823
C14 1.741 1.705 -6.621  -1.023
S3 -3.274 -4.224 1.901  1.113
H38 2.062 0.405 0.610  0.330
C15 -5.368 0.628 2.548  -0.776
H39 -1.356 0.037 3.368  0.270
H40 -6.084 0.881 1.633  0.216
C16 -1.035 8.042 -5.528  -0.981
H41 -3.297 0.190 1.682  0.088
H42 -6.421 -5.845 1.371  0.261
O12 4.241 2.277 -6.616  -0.330
S4 2.092 7.269 -5.128  1.152
C17 0.387 -8.585 5.555  -0.185
O13 -3.182 -2.787 2.041  -0.552
H43 3.118 4.144 -0.468  0.260
O14 0.472 2.655 -1.847  -0.546
H44 5.939 1.058 -4.815  0.299
H45 -1.717 -5.815 7.700  0.318
O15 -0.296 -5.633 5.306  -0.500
H46 -0.331 -6.153 8.796  0.333
C18 1.899 1.563 0.579  -0.482

Properties
SMILES: C=CCOCCOCP(N)O.CCOS(C)(=O)=O.CCOS(C)(=O)=O.CCOS(C)(=O)=O.CCOS(C)(=O)=O
Gap between HOMO and LUMO in Eh: 0.2943
Energy in Ha: -3830.5845
HOMO in eV: -7.81

***

No. 2
C42H126O21 | ωB97M-V/def2-TZVPD

Last column: Mulliken charge in e.
CARTESIAN COORDINATES (ANGSTROEM)
O1 7.584 -4.510 -1.281  -0.556
H1 -6.707 1.690 3.358  0.343
C1 4.863 -4.748 -3.974  0.076
H2 -1.282 4.629 0.287  0.273
H3 -9.326 -0.479 0.298  0.235
H4 0.486 -0.480 -1.580  -0.836
O2 3.743 4.024 4.443  -0.525
H5 3.884 -0.450 1.207  0.044
H6 -5.036 4.488 2.364  0.056
H7 0.020 6.006 -5.290  0.339
H8 5.139 -3.698 -3.878  -0.063
C2 -5.477 0.322 4.499  -1.379
H9 7.898 0.545 -4.028  0.317
H10 2.427 5.425 3.853  0.323
C3 2.430 4.360 4.083  -0.558
H11 -2.685 2.648 -1.620  0.238
O3 1.620 3.366 -0.633  -0.450
H12 -5.301 1.436 1.472  -0.413
H13 0.722 -5.601 1.111  0.320
H14 -2.758 2.047 5.492  0.329
C4 -1.464 -1.447 -3.829  0.577
H15 5.576 4.212 2.121  0.197
H16 -7.384 -0.381 -1.434  0.222
H17 5.436 -2.147 -0.024  -0.053
C5 -2.219 2.768 4.877  -0.611
H18 5.889 -3.816 0.593  0.326
O4 4.163 -1.187 -5.458  -0.558
C6 -5.673 1.347 3.371  0.037
H19 -1.026 4.520 -3.668  0.127
H20 -2.839 1.646 3.318  -0.769
H21 0.844 3.608 2.910  0.076
C7 2.080 2.897 -1.865  1.495
H22 3.799 -1.892 -3.070  -0.430
C8 0.267 -2.080 4.796  0.330
H23 2.051 2.446 3.330  -0.065
H24 -1.406 -5.309 -0.181  0.134
O5 -5.269 0.762 2.154  1.267
H25 1.779 4.325 4.957  0.323
H26 -1.925 -1.962 5.149  0.484
C9 -8.816 -0.235 2.392  -0.349
H27 0.372 3.613 -4.394  0.209
C10 -1.089 -1.436 4.689  -0.867
C11 -2.160 2.929 -0.706  0.853
C12 -9.184 0.313 1.034  -0.612
H28 3.644 4.405 -2.336  0.379
H29 -1.276 3.299 -4.851  0.225
H30 2.920 -2.729 -5.243  0.332
H31 -5.877 0.703 5.439  0.495
H32 2.350 -1.034 1.996  -0.537
H33 1.880 -5.364 3.323  0.392
H34 6.071 4.309 0.469  0.332
H35 -4.999 -0.117 -0.643  -0.357
H36 -10.145 0.806 1.177  0.429
H37 4.546 2.241 0.932  -0.046
H38 1.541 -1.512 -0.652  0.790
C13 3.779 -5.156 -2.978  -0.573
O6 -7.606 -0.902 2.269  -0.447
H39 -5.112 2.258 3.581  0.077
H40 -4.162 5.230 0.996  0.088
H41 -1.540 -6.194 -1.614  0.456
H42 6.830 -0.450 -1.850  0.082
H43 -9.556 -0.940 2.771  0.331
O7 5.448 -0.869 3.198  -0.632
H44 -2.695 2.646 0.200  -0.324
H45 -0.231 -1.229 1.299  -0.335
H46 4.310 -1.517 -6.347  0.254
H47 -7.719 1.847 -1.616  0.238
H48 6.245 1.798 0.536  0.068
H49 -6.037 -0.599 4.335  0.293
H50 3.468 -6.190 -3.122  0.455
H51 -0.280 -4.550 -2.739  0.237
H52 2.880 -0.408 -3.161  0.078
H53 -1.086 -2.023 -2.984  -0.336
C14 2.959 -1.662 -5.021  -0.571
H54 -0.039 4.697 -6.535  0.283
O8 -0.867 2.306 -0.803  1.073
H55 -2.837 3.657 4.749  0.341
H56 6.377 1.314 -1.967  0.320
H57 -4.544 0.691 -2.068  0.098
H58 -6.937 -0.253 2.039  0.091
C15 -6.682 0.320 -1.885  -0.475
H59 -1.714 2.802 2.766  -0.037
C16 3.556 3.359 -2.041  -1.126
H60 -6.955 4.281 0.520  0.446
H61 5.662 -0.970 -4.666  0.337
H62 1.346 -2.580 6.300  0.360
H63 -5.691 5.981 1.691  0.396
H64 1.975 1.814 -1.935  -0.420
O9 -0.252 -4.607 -1.781  -0.536
C17 -1.038 0.012 -3.721  -0.694
H65 -4.421 0.078 4.613  0.056
O10 -5.391 2.937 0.549  -0.253
H66 6.281 0.949 -4.553  0.312
H67 -4.701 -2.183 3.009  0.064
H68 -1.236 4.726 -1.465  0.197
C18 -0.456 -1.243 0.232  0.779
H69 4.134 2.723 -2.711  0.298
H70 0.200 -3.165 4.715  0.314
H71 -7.010 0.384 -2.923  0.420
O11 -0.921 3.103 5.363  -0.541
O12 6.558 -1.038 -4.328  -0.500
C19 -5.251 -0.054 -1.702  -0.349
H72 0.029 0.223 -3.785  0.017
H73 6.514 -5.182 -2.966  0.321
H74 -2.552 -1.494 -3.776  0.225
O13 0.773 -1.834 6.110  -0.572
H75 -5.625 4.683 -0.587  0.276
C20 2.188 -4.758 2.471  -1.203
H76 -3.865 -4.442 2.395  0.488
C21 5.585 2.278 1.258  0.023
C22 5.788 -3.150 -0.264  0.224
H77 2.116 -1.151 -5.488  0.358
O14 -3.479 -1.299 1.569  0.511
C23 6.138 3.678 1.355  -0.449
H78 -1.394 0.416 -2.773  -0.005
H79 4.334 -2.463 2.810  0.172
C24 3.327 -0.571 2.136  1.005
H80 -0.872 -2.927 -4.915  0.337
H81 -1.430 -1.304 3.662  -0.120
H82 -2.715 -4.106 -2.666  0.422
H83 -1.099 1.371 3.688  0.205
H84 7.381 -2.469 -1.686  0.259
C25 0.787 -0.730 -0.563  -0.494
O15 -1.065 -2.000 -5.072  -0.593
H85 5.281 -0.049 -2.420  -0.221
H86 3.993 3.374 -1.043  0.094
C26 6.306 0.322 -2.414  -0.082
H87 0.124 -4.150 1.751  -0.146
H88 -3.930 -0.468 1.732  -0.700
O16 7.468 3.642 1.770  -0.565
O17 -1.771 5.521 -6.026  -0.516
H89 -8.436 1.005 0.646  -0.041
C27 -2.663 -4.322 -1.599  -0.948
H90 0.688 3.139 -0.604  0.277
H91 2.022 -1.930 -3.036  -0.058
C28 7.204 -3.216 -0.912  -0.638
H92 4.120 4.685 5.029  0.283
H93 -0.639 -2.265 -0.098  -0.541
O18 5.960 -5.592 -3.634  -0.599
H94 0.961 -4.044 -0.473  0.004
H95 3.040 -5.219 1.970  0.401
H96 -2.257 -0.758 0.457  -0.155
H97 3.186 0.450 2.491  -0.138
H98 5.369 -0.041 3.678  0.328
H99 -8.679 0.512 3.173  0.241
C29 4.161 -1.426 3.100  -0.625
C30 -1.893 2.112 3.591  0.678
H100 1.288 0.181 -0.236  0.275
H101 -5.861 2.400 -0.093  0.020
H102 3.677 -1.471 4.075  0.370
C31 -5.141 5.072 1.449  -0.742
C32 6.847 0.286 -3.899  -0.592
H103 0.905 -1.712 3.993  -0.294
H104 -1.695 6.316 -6.559  0.322
H105 2.353 3.541 1.957  0.274
C33 1.052 -4.605 1.407  0.357
C34 1.923 3.461 2.955  -0.153
H106 -1.576 0.563 -4.493  0.469
H107 -0.442 2.331 5.672  0.312
H108 7.870 -2.871 -0.120  0.489
H109 5.784 1.718 2.172  0.145
C35 -1.461 -5.166 -1.260  -0.180
C36 -5.873 4.262 0.388  -0.417
H110 5.033 -3.440 -0.994  -0.373
O19 -6.867 1.540 -1.297  -0.524
H111 -2.746 5.061 -0.625  0.397
O20 -1.509 -0.331 0.032  0.085
O21 1.534 -3.897 0.283  -0.040
H112 2.892 -4.523 -3.004  0.026
H113 -5.144 -2.523 1.347  0.256
H114 -1.116 -0.456 5.167  0.384
H115 -3.617 -4.772 -1.324  0.433
C37 -3.352 -3.534 2.077  -1.017
H116 -2.484 -3.402 2.722  0.040
C38 -1.856 4.433 -0.618  -1.694
H117 8.000 3.198 1.106  0.326
C39 2.892 -1.450 -3.483  0.557
H118 2.543 -3.804 2.860  -0.099
H119 4.674 -5.031 -5.010  0.332
H120 -4.963 -1.019 -2.121  0.485
H121 1.481 3.322 -2.670  -0.598
C40 -0.531 5.147 -5.672  -0.509
C41 -0.588 4.097 -4.572  -0.513
H122 8.540 -4.561 -1.206  0.315
C42 -4.296 -2.359 2.012  0.007
H123 -0.979 1.412 -0.470  -0.267
H124 4.135 -5.088 -1.950  0.101
H125 -3.006 -3.701 1.057  -0.052
H126 -2.541 -3.327 -1.169  -0.033

Properties
Gap between HOMO and LUMO in Eh: 0.3496
Energy in Ha: -3255.5891
HOMO in eV: -9.38

***

> energy of number 1 (C18H46NO15PS4)?

-3830.5845 Ha

***

> The lowest gap between HOMO and LUMO belongs to which entry?

C18H46NO15PS4

***

> Number 1 is which compound?

C18H46NO15PS4